This record from OMol25 describes a structure of composition C15H23NO3Sn in a non-equilibrium geometry. The level of theory is ωB97M-V/def2-TZVPD.

Structure (XYZ):
```
43
Properties=species:S:1:pos:R:3
C 4.70 -1.71 2.06
C 4.35 -1.64 0.49
C 3.28 -0.48 0.14
C 2.46 -0.97 -1.15
C 1.04 -0.21 -1.22
C 1.12 1.29 -1.77
C 1.24 2.43 -0.65
C 0.32 2.23 0.64
C -1.15 1.71 0.37
C -1.80 0.99 1.43
O -1.21 0.75 2.69
C -3.29 0.43 1.16
O -4.18 0.43 2.04
C -3.53 -0.10 -0.34
C -4.43 -1.44 -0.66
N -5.21 -1.92 0.53
C -2.91 0.65 -1.41
C -2.01 1.91 -0.95
O -1.99 2.96 -1.64
H 5.82 -1.90 2.17
H 4.17 -2.64 2.49
H 4.34 -0.77 2.60
H 5.26 -1.48 -0.19
H 3.92 -2.67 0.21
H 2.58 -0.27 1.03
H 3.84 0.48 -0.18
H 3.03 -0.90 -2.13
H 2.21 -2.09 -0.96
H 0.40 -0.80 -1.98
H 0.53 -0.34 -0.21
H 0.26 1.58 -2.49
H 2.07 1.36 -2.41
H 2.33 2.57 -0.30
H 0.95 3.46 -1.10
H 0.85 1.45 1.31
H 0.29 3.20 1.25
H -1.92 0.46 3.31
H -5.08 -1.34 -1.63
H -3.65 -2.27 -0.91
H -5.42 -2.92 0.31
H -4.62 -1.97 1.38
H -3.01 0.34 -2.52
Sn -5.94 0.15 -0.78
```

- Charge: +2
- Gap between HOMO and LUMO: 3.892 eV
- Multiplicity: 1


This record from OMol25 describes a cluster of 11 separate species, C37H53N14P in total in a non-equilibrium geometry. The level of theory is ωB97M-V/def2-TZVPD.

Structure (XYZ):
```
105
Properties=species:S:1:pos:R:3
C 1.57 -3.99 3.23
C 0.31 -4.30 2.86
C -0.47 -3.28 2.03
C -0.65 -3.72 0.53
C 0.08 -5.01 0.36
N 0.64 -6.01 0.27
C -2.17 -3.90 0.20
C -2.51 -5.33 -0.23
N -3.96 -5.43 -0.59
C 0.06 -2.70 -0.46
C 1.50 -2.71 -0.15
N 2.58 -2.51 0.16
C -0.22 -3.16 -1.95
C 1.02 -3.48 -2.76
C 1.30 -4.83 -3.03
C 2.39 -5.23 -3.77
C 3.28 -4.26 -4.26
C 4.49 -4.72 -5.03
C 3.00 -2.93 -4.00
C 1.88 -2.53 -3.27
P -0.68 -1.00 -0.23
N -0.01 -0.05 0.83
H 2.35 -4.74 3.29
H 1.78 -2.94 3.40
H -0.16 -5.23 3.17
H -1.43 -3.13 2.52
H 0.08 -2.34 2.13
H -2.81 -3.68 1.05
H -2.48 -3.25 -0.62
H -2.34 -6.01 0.60
H -1.95 -5.63 -1.11
H -4.02 -5.38 -1.60
H -4.22 -6.40 -0.40
H -0.87 -4.02 -1.98
H -0.73 -2.34 -2.47
H 0.62 -5.59 -2.66
H 2.54 -6.28 -3.96
H 4.91 -3.94 -5.66
H 4.24 -5.55 -5.69
H 5.28 -5.09 -4.37
H 3.67 -2.17 -4.39
H 1.68 -1.48 -3.09
H -2.04 -1.21 0.12
H -0.66 -0.41 -1.52
H 0.77 -0.53 1.27
C 2.00 2.92 0.96
C 2.33 4.34 0.92
N 2.60 5.46 0.90
H 1.70 2.58 -0.03
H 2.86 2.34 1.29
H 1.18 2.74 1.65
C 4.97 1.31 3.79
C 3.55 1.06 3.53
N 2.44 0.87 3.32
H 5.06 1.89 4.70
H 5.50 0.37 3.90
H 5.40 1.87 2.96
C 0.62 8.18 0.43
C -0.48 8.88 -0.23
N -1.34 9.44 -0.75
H 0.71 7.16 0.04
H 1.55 8.70 0.24
H 0.44 8.13 1.50
C -3.14 0.29 -4.00
C -1.71 0.38 -4.24
N -0.57 0.44 -4.42
H -3.38 -0.70 -3.62
H -3.46 1.04 -3.28
H -3.68 0.44 -4.93
C 2.30 4.06 6.26
C 3.75 4.11 6.07
N 4.89 4.16 5.92
H 2.01 3.08 6.63
H 1.99 4.82 6.97
H 1.80 4.24 5.31
C -1.23 -3.12 -6.76
C -2.52 -2.63 -6.30
N -3.54 -2.24 -5.93
H -1.35 -4.09 -7.23
H -0.81 -2.42 -7.48
H -0.54 -3.21 -5.92
C -5.24 -7.52 2.90
C -4.05 -6.75 3.26
N -3.11 -6.14 3.53
H -5.92 -7.55 3.74
H -5.73 -7.06 2.05
H -4.95 -8.54 2.63
C 0.81 11.51 2.75
C -0.06 10.41 3.15
N -0.75 9.54 3.45
H 0.67 11.73 1.69
H 0.58 12.41 3.33
H 1.85 11.24 2.92
C -6.42 -2.99 2.28
C -5.41 -2.10 1.72
N -4.62 -1.39 1.29
H -5.96 -3.94 2.55
H -6.87 -2.54 3.16
H -7.20 -3.17 1.54
C 1.87 12.23 -1.86
C 2.67 12.70 -0.73
N 3.29 13.07 0.17
H 1.17 11.46 -1.54
H 1.31 13.06 -2.29
H 2.53 11.82 -2.63
```

- Charge: 0
- Gap between HOMO and LUMO: 8.642 eV
- Structure (SMILES): C=CC[C@@](C#N)(CCN)[C@@](C#N)(Cc1ccc(C)cc1)[PH2]=N.CC#N.CC#N.CC#N.CC#N.CC#N.CC#N.CC#N.CC#N.CC#N.CC#N
- Multiplicity: 1